[1]
A 2-piece molecular cluster, C22H36N5O3S2 overall. Source: OMol25; level of theory: wB97M-V/def2-TZVPD.

Each line ends with the Mulliken charge.
Geometry (Å):
S1 -0.227 -1.165 2.943  -0.129
S2 -2.469 -1.990 1.188  -0.185
O1 -4.019 -1.116 -2.748  -0.361
O2 -3.384 -3.271 -2.335  -0.594
O3 -3.394 0.934 3.269  -0.409
N1 -1.569 0.539 1.393  0.518
N2 -0.039 -0.661 -0.931  0.131
N3 1.593 0.372 0.420  -0.109
N4 2.038 -1.689 -0.489  0.091
N5 5.137 2.647 -0.535  -0.300
C1 -3.797 1.441 2.023  -0.455
C2 0.291 -2.845 2.528  -1.053
C3 2.022 -2.692 0.608  -0.696
C4 4.811 3.322 0.568  0.112
C5 3.084 0.278 0.360  -0.619
C6 6.057 5.239 -0.083  -0.098
C7 1.124 -0.661 -0.356  -0.572
C8 -2.113 1.394 3.642  -0.565
C9 -1.522 -0.794 1.775  0.117
C10 -1.185 1.512 2.432  -1.226
C11 6.411 4.555 -1.233  -0.553
C12 -2.866 0.992 0.878  -0.282
C13 -3.226 -2.189 -2.909  0.766
C14 3.324 -0.925 -0.570  -0.870
C15 -0.930 -1.172 -3.160  -0.956
C16 -5.300 -1.374 -2.147  -0.446
C17 -2.062 -1.932 -3.836  -0.920
C18 0.613 -3.100 1.055  0.834
C19 5.239 4.610 0.841  -0.778
C20 -5.246 -1.185 -0.647  -0.423
C21 5.928 3.269 -1.411  -0.244
C22 -0.578 -1.723 -1.773  -0.132
H1 -3.779 2.535 2.076  0.314
H2 4.940 5.106 1.754  0.351
H3 -1.738 -2.887 -4.230  0.391
H4 -1.136 -0.107 -3.088  0.416
H5 -1.346 2.493 1.992  0.563
H6 0.152 -2.516 -1.868  0.227
H7 3.368 -0.522 -1.577  0.388
H8 6.184 2.700 -2.297  0.373
H9 -0.046 -1.260 -3.786  0.347
H10 -1.441 -2.147 -1.266  0.104
H11 0.541 -4.178 0.939  0.539
H12 2.509 -3.577 0.210  0.373
H13 1.278 1.243 0.006  0.370
H14 3.511 0.148 1.346  0.507
H15 2.640 -2.352 1.440  0.470
H16 -6.240 -1.300 -0.229  0.488
H17 4.173 2.796 1.272  0.305
H18 -5.672 -2.354 -2.418  0.366
H19 -4.824 1.169 1.820  0.403
H20 -2.682 1.880 0.271  0.450
H21 7.050 5.006 -1.979  0.357
H22 4.162 -1.560 -0.332  0.466
H23 -0.411 -3.585 2.894  0.500
H24 -5.979 -0.632 -2.553  0.393
H25 -2.414 -1.344 -4.680  0.418
H26 -4.548 -1.872 -0.182  0.015
H27 -0.162 -2.690 0.424  -1.005
H28 3.447 1.164 -0.142  0.441
H29 6.414 6.245 0.092  0.392
H30 -0.138 1.471 2.705  0.314
H31 -0.632 0.138 -0.760  0.436
H32 -4.911 -0.173 -0.426  0.120
H33 -1.736 0.684 4.369  0.406
H34 1.209 -2.976 3.095  0.495
H35 -3.317 0.270 0.213  -0.502
H36 -2.175 2.367 4.135  0.415

Summary:
LUMO energy	-2.527	eV
net charge	+1


[2]
C22H36N7O4PtSSi as an isolated structure. Source: OMol25; level of theory: wB97M-V/def2-TZVPD.

Each line ends with the Mulliken charge.
Geometry (Å):
Pt1 0.047 0.027 -0.108  2.951
S1 0.530 -0.605 -2.295  -0.668
Si1 -0.355 0.788 -5.647  0.057
O1 0.110 -1.179 3.643  -0.608
O2 0.774 -0.161 1.745  -0.844
O3 -1.194 1.053 6.813  -0.525
O4 -4.529 0.998 4.443  -0.590
N1 1.826 1.517 -0.237  0.501
N2 3.767 3.133 -0.006  -0.024
N3 -0.907 1.197 -1.467  -0.322
N4 0.212 -2.358 1.702  -0.076
N5 -1.820 -0.090 0.838  -0.313
N6 -2.421 0.372 5.046  -0.075
N7 0.385 -2.203 0.315  -0.584
C1 4.236 1.756 0.355  -0.940
C2 2.667 3.564 0.915  -0.972
C3 -2.210 2.862 -2.465  -1.273
C4 3.277 3.150 -1.421  -1.046
C5 1.554 2.494 0.858  -0.475
C6 -0.514 0.771 -2.679  0.530
C7 -4.209 -0.613 2.103  -0.250
C8 0.333 -1.218 2.470  0.213
C9 -1.912 0.404 -6.574  -1.052
C10 -2.013 0.313 2.107  -0.516
C11 -1.779 2.418 -3.718  -0.165
C12 -1.756 2.230 -1.329  -0.229
C13 0.781 -0.682 -5.513  -1.084
C14 -4.007 -1.024 0.791  -0.953
C15 0.504 2.277 -6.357  -1.030
C16 2.014 2.264 -1.504  -0.514
C17 3.080 0.774 0.072  -0.463
C18 -2.519 0.789 6.438  -0.524
C19 -2.796 -0.760 0.189  -0.379
C20 -3.189 0.051 2.775  0.206
C21 -0.898 1.339 -3.876  0.438
C22 -3.442 0.522 4.194  0.045
H1 1.399 2.563 -5.799  0.314
H2 4.523 1.771 1.405  0.371
H3 5.118 1.535 -0.243  0.350
H4 -2.058 2.509 -0.329  0.599
H5 1.491 1.944 1.791  0.443
H6 3.308 0.140 -0.784  0.575
H7 1.667 -0.502 -4.898  0.355
H8 -3.171 1.662 6.488  0.374
H9 1.351 -2.417 0.070  0.288
H10 -2.155 2.925 -4.600  0.466
H11 0.593 2.970 0.666  0.405
H12 -0.218 -3.191 2.077  0.262
H13 -1.567 -0.091 4.771  0.195
H14 -0.161 3.141 -6.399  0.371
H15 1.129 2.871 -1.683  0.328
H16 4.551 3.784 0.084  0.314
H17 -2.907 3.683 -2.372  0.475
H18 1.142 -0.914 -6.517  0.409
H19 2.116 1.550 -2.318  0.442
H20 3.083 3.666 1.915  0.378
H21 0.272 -1.577 -5.146  0.375
H22 -1.654 0.138 -7.601  0.376
H23 -1.140 1.123 7.771  0.335
H24 -4.777 -1.544 0.238  0.501
H25 -2.580 1.266 -6.620  0.369
H26 -2.591 -1.070 -0.827  0.486
H27 4.085 2.784 -2.052  0.363
H28 0.815 2.058 -7.381  0.387
H29 -2.466 -0.433 -6.146  0.358
H30 2.325 4.541 0.579  0.326
H31 -0.220 -2.834 -0.206  0.300
H32 -2.972 -0.007 7.035  0.350
H33 3.067 4.183 -1.690  0.387
H34 2.903 0.149 0.941  0.322
H35 -5.149 -0.789 2.611  0.561
H36 -1.213 0.866 2.579  1.040

Summary:
LUMO energy	-11.107	eV
net charge	+3


[3]
C22H37AgAsF6NO14 as an isolated structure. Source: OMol25; level of theory: wB97M-V/def2-TZVPD.

Each line ends with the Mulliken charge.
Geometry (Å):
Ag1 0.511 -0.207 -0.274  1.190
As1 0.758 -4.243 -0.046  2.230
F1 0.557 -5.865 0.441  -0.478
F2 0.278 -3.635 1.490  -0.494
F3 2.406 -4.265 0.466  -0.511
F4 0.995 -2.582 -0.561  -0.642
F5 1.224 -4.736 -1.628  -0.514
F6 -0.879 -4.159 -0.559  -0.486
O1 2.882 0.197 0.371  -0.484
O2 1.799 1.033 -4.451  -0.421
O3 -0.512 -1.508 3.667  -0.454
O4 4.894 -0.807 0.264  -0.380
O5 -2.548 -1.436 2.966  -0.455
O6 0.768 -0.018 -2.741  -0.367
O7 -3.383 -0.947 -2.205  -0.474
O8 1.833 -1.116 -4.379  -0.366
O9 -3.707 1.116 -1.646  -0.411
O10 0.345 1.891 1.532  -0.598
O11 -0.945 -0.620 1.636  0.338
O12 -0.075 2.979 -0.286  -0.624
O13 4.775 1.297 -0.153  -0.417
O14 -1.794 0.102 -1.013  0.219
N1 -0.273 2.721 0.887  1.182
C1 1.472 2.291 -3.859  -0.244
C2 -2.597 -2.148 -2.242  -0.513
C3 1.355 -2.374 -3.843  0.806
C4 -3.573 4.554 2.712  -0.476
C5 -1.393 3.396 1.538  -0.132
C6 4.075 0.209 0.182  0.577
C7 -1.293 -1.138 2.670  0.383
C8 4.044 2.518 -0.236  -0.523
C9 -3.367 2.234 -0.814  0.814
C10 1.662 -3.426 -4.885  -1.545
C11 3.975 -2.405 1.859  -0.805
C12 -2.860 0.085 -1.576  0.505
C13 -1.874 2.865 2.722  -0.304
C14 -3.513 -0.866 2.079  -0.258
C15 1.416 -0.040 -3.762  0.614
C16 4.287 -2.101 0.411  0.390
C17 -3.026 5.120 1.560  -0.585
C18 0.896 -1.312 3.500  0.863
C19 -1.918 4.536 0.970  -0.270
C20 -4.401 3.346 -1.048  -1.373
C21 -2.990 3.444 3.300  -0.635
C22 1.547 -1.576 4.830  -1.703
H1 -4.883 3.586 -0.097  0.282
H2 0.459 2.271 -3.466  0.187
H3 2.715 -3.704 -4.851  0.363
H4 -3.041 -2.860 -1.556  0.302
H5 3.334 -3.283 1.929  0.306
H6 1.253 -2.020 2.748  -0.227
H7 -1.402 1.974 3.113  0.559
H8 -3.364 1.959 0.238  -0.199
H9 -3.456 6.031 1.170  0.434
H10 2.583 -1.243 4.850  0.387
H11 3.788 2.715 -1.277  0.165
H12 2.192 2.553 -3.089  -0.024
H13 -1.550 -1.990 -2.009  -0.006
H14 3.469 -1.567 2.334  -0.031
H15 -4.467 5.002 3.129  0.409
H16 1.862 -2.582 -2.909  -0.091
H17 3.167 2.497 0.404  0.177
H18 1.433 -3.007 -5.866  0.406
H19 4.893 -2.599 2.420  0.385
H20 -2.388 2.584 -1.133  -0.005
H21 -2.672 -2.529 -3.261  0.390
H22 3.371 -2.119 -0.184  -0.340
H23 1.125 -0.313 3.121  0.035
H24 1.547 -2.641 5.064  0.389
H25 -3.484 0.225 2.141  0.075
H26 1.079 -4.329 -4.726  0.370
H27 -3.395 3.004 4.201  0.433
H28 -3.338 -1.215 1.063  -0.002
H29 4.726 3.307 0.076  0.308
H30 -3.926 4.232 -1.456  0.252
H31 -1.533 4.954 0.049  0.481
H32 1.518 3.023 -4.662  0.278
H33 0.279 -2.287 -3.711  -0.132
H34 1.022 -1.051 5.631  0.419
H35 -4.499 -1.178 2.410  0.303
H36 -5.226 3.016 -1.677  0.424
H37 4.977 -2.822 -0.013  0.370

Summary:
LUMO energy	-1.177	eV
net charge	0


Number 1: HOMO energy -11.06 eV. Number 2: HOMO energy -16.02 eV. Number 3: HOMO energy -10.13 eV.